Entry 1:
12
Properties=species:S:1:pos:R:3 method="wB97M-V/def2-TZVPD" homo_lumo_gap_ev="8.47 / 8.58" largest_force_ev_per_a=4.0 spin_multiplicity=5 de_lowest_kj_mol=0.0 lumo_ha="-0.3670 / -0.3597" homo_energy_ev="-18.458 / -18.367" charge=+2
O -0.7128 -1.1500 0.3629
C -1.5914 -0.1525 0.2063
C 0.6423 -0.8677 0.4398
O -2.7928 -0.4072 0.2295
O -1.1490 1.0237 -0.0523
C 1.4389 -0.9416 -0.6359
H 0.9987 -0.6768 1.4557
H 2.0453 1.7681 0.8624
H 1.0513 -1.2397 -1.6122
H 2.5111 -0.7911 -0.5014
Ho 0.7380 1.9444 -0.5708
Li -3.1794 1.4904 -0.1841

Entry 2:
9
Properties=species:S:1:pos:R:3 method="wB97M-V/def2-TZVPD" homo_lumo_gap_ev="7.84 / 4.96" largest_force_ev_per_a=5.0 spin_multiplicity=3 de_lowest_kj_mol=167.4 lumo_ha="0.0213 / -0.1348" homo_energy_ev="-7.259 / -8.629" charge=0
C -0.8452 -0.2441 -0.7123
C 0.3962 -0.2649 0.1817
C 0.8898 0.8054 0.9769
I -1.8449 -1.7661 -2.4113
I 2.4279 0.4523 2.3706
H -0.5530 0.6668 -1.4268
H -1.6977 -0.1562 -0.0591
H 0.9839 -1.2587 0.0862
H 0.2429 1.7656 0.9942

Entry 3:
10
Properties=species:S:1:pos:R:3 method="wB97M-V/def2-TZVPD" homo_lumo_gap_ev=8.77 largest_force_ev_per_a=5.0 de_lowest_kj_mol=317.7 lumo_ha=-0.0007 homo_energy_ev=-8.789 charge=0
C -0.6795 0.9406 -1.3615
C -0.8286 0.0815 -0.4247
C 0.8716 -0.1058 0.9828
O 0.7347 -1.2155 1.7246
I -2.2710 -1.3665 0.1518
I 2.6400 0.0631 -0.1879
H -1.4208 1.1906 -2.2027
H 0.2887 1.3284 -1.5245
H 0.5776 0.8721 1.4208
H 0.0873 -1.7885 1.4214

Entry 4:
10
Properties=species:S:1:pos:R:3 method="wB97M-V/def2-TZVPD" homo_lumo_gap_ev=9.44 largest_force_ev_per_a=4.9 de_lowest_kj_mol=165.9 lumo_ha=0.0111 homo_energy_ev=-9.136 charge=0
C 0.0224 -0.7364 0.8231
C 0.5521 -0.7379 -0.3957
I 2.3033 0.1429 -0.9432
H -1.0163 -1.0228 1.0397
H 0.4296 -0.3021 1.7265
H 0.1269 -1.0745 -1.2146
O -0.9250 1.5497 -0.3837
C -0.5383 1.8646 -1.4378
I -1.0844 0.8517 -3.1439
H 0.0675 2.8569 -1.5013

Entry 5:
11
Properties=species:S:1:pos:R:3 method="wB97M-V/def2-TZVPD" homo_lumo_gap_ev="6.97 / 6.96" largest_force_ev_per_a=3.3 de_lowest_kj_mol=278.0 lumo_ha="-0.0482 / -0.0484" homo_energy_ev="-8.282 / -8.280" charge=0
C 0.3129 1.4928 0.3571
C 1.0032 0.3206 -0.0699
C -0.9409 -1.2483 -0.3788
I 2.1404 -1.0083 1.0982
I -2.2167 -0.7450 -2.0179
I 0.0295 -3.2268 -0.6949
I -1.9326 -1.0549 1.5470
H -0.3484 1.0876 1.1962
H 0.9872 2.3807 0.5373
H -0.3998 1.6660 -0.4946
H 1.3651 0.3358 -1.0795

Entry 6:
9
Properties=species:S:1:pos:R:3 method="wB97M-V/def2-TZVPD" homo_lumo_gap_ev="6.19 / 6.19" largest_force_ev_per_a=4.9 de_lowest_kj_mol=426.0 lumo_ha="-0.0590 / -0.0591" homo_energy_ev="-7.798 / -7.795" charge=0
C 0.0289 1.3927 0.3462
C 0.9283 -0.5231 -0.5787
C 0.0236 0.0314 0.3212
N 0.2728 2.5337 0.3229
I -2.1541 -0.4531 0.0320
H 1.3673 0.2267 -1.2492
H 1.6795 -1.1105 0.0688
H 0.3489 -1.2975 -1.1781
H -2.4952 -0.8003 1.9150

Entry 7:
9
Properties=species:S:1:pos:R:3 method="wB97M-V/def2-TZVPD" homo_lumo_gap_ev=8.17 largest_force_ev_per_a=5.5 de_lowest_kj_mol=235.5 lumo_ha=-0.0104 homo_energy_ev=-8.456 charge=0
C 0.5322 -0.9348 -0.3489
C 0.1269 -0.6624 0.9106
C 0.2629 0.4550 -0.7184
N -0.0184 0.7235 0.7070
I -1.8065 1.7861 1.0072
H 0.7395 -1.8278 -0.7809
H -0.0349 -1.1594 1.9168
H 0.9723 0.9783 -1.2279
H -0.7741 0.6416 -1.4655

Entry 8:
12
Properties=species:S:1:pos:R:3 method="wB97M-V/def2-TZVPD" homo_lumo_gap_ev=8.15 largest_force_ev_per_a=6.6 de_lowest_kj_mol=237.8 lumo_ha=0.0159 homo_energy_ev=-7.715 charge=0
N 0.6956 2.2967 -0.8364
C 0.3466 0.9909 -0.4688
N -0.6738 0.5815 -1.3104
O -1.2112 -0.6184 -0.8332
C -0.7305 -1.0220 0.2741
N -0.9032 -2.2141 0.8941
C 0.4026 0.3531 0.7081
I 1.7013 0.1723 2.3448
H 1.7440 2.4221 -0.9209
H 0.2057 2.4953 -1.7699
H -0.1674 -2.5513 1.4124
H -1.4098 -2.9060 0.5062

Entry 9:
10
Properties=species:S:1:pos:R:3 method="wB97M-V/def2-TZVPD" homo_lumo_gap_ev=10.17 largest_force_ev_per_a=3.5 de_lowest_kj_mol=70.8 lumo_ha=0.0198 homo_energy_ev=-9.628 charge=0
C 0.6555 0.1894 1.0634
C -0.3916 0.4779 0.3100
N -0.6460 1.7476 -0.1400
C -0.6342 2.9058 -0.2144
O -0.5770 4.0820 -0.3365
H 0.9844 -0.7163 1.4994
H 1.3329 0.8980 1.5112
H -1.2303 -0.2123 0.0172
I 4.8528 -0.0833 -0.2183
H 4.2659 0.6692 1.0226

Entry 10:
12
Properties=species:S:1:pos:R:3 method="wB97M-V/def2-TZVPD" homo_lumo_gap_ev="4.73 / 5.95" largest_force_ev_per_a=2.0 spin_multiplicity=6 de_lowest_kj_mol=254.4 lumo_ha="-0.1893 / -0.2249" homo_energy_ev="-9.884 / -12.073" charge=+1
H -2.0069 -1.2761 -0.0807
C -1.1019 -0.6637 -0.2575
C 0.0112 -1.2049 0.5940
O 1.1793 -0.4984 0.7774
C 2.0942 -0.1441 -0.2865
O 1.9085 1.3167 -0.2152
Ir 0.2041 1.4436 0.8896
O -1.3360 0.6882 0.0257
H -0.8569 -0.7848 -1.3363
H 0.1707 -2.2871 0.6349
H 2.5515 1.7794 -0.7545
Li -2.8177 1.6312 0.0094

Entry 11:
11
Properties=species:S:1:pos:R:3 method="wB97M-V/def2-TZVPD" homo_lumo_gap_ev="2.42 / 2.40" largest_force_ev_per_a=5.2 de_lowest_kj_mol=333.0 lumo_ha="0.0464 / 0.0469" homo_energy_ev="-1.159 / -1.127" charge=-1
C -0.4766 -0.2540 -0.5869
O 2.0543 -0.2449 0.2855
C 1.4741 0.8432 0.3864
C -0.3013 -1.4578 0.0031
O 0.1630 0.8684 -0.1277
O 1.6047 1.7515 1.2295
H -2.5796 -0.4001 -1.7170
H -0.3553 -1.6255 1.0806
H -0.3383 -2.3449 -0.6283
H -0.5473 -0.1806 -1.7766
K -0.6978 3.0446 1.8514

Entry 12:
12
Properties=species:S:1:pos:R:3 method="wB97M-V/def2-TZVPD" homo_lumo_gap_ev="8.17 / 10.44" largest_force_ev_per_a=2.2 spin_multiplicity=2 de_lowest_kj_mol=28.2 lumo_ha="-0.1354 / -0.1545" homo_energy_ev="-11.857 / -14.647" charge=+1
O 0.4355 -0.5100 0.3122
C 0.7576 -1.2048 -0.6648
C -0.2345 -1.8650 -1.5442
H 1.8036 -1.1471 -1.0169
H -1.2655 -1.6785 -1.2189
H -0.0277 -2.9463 -1.5663
H -0.0892 -1.4901 -2.5694
O 0.6564 3.4185 1.1461
C 0.0169 2.4038 0.9001
O -0.7444 1.7697 1.6837
Li -0.9359 -0.1022 1.6007
Li -0.3728 3.3520 2.9375